The following is a quantum chemistry calculation of an isolated molecule of C22H23F3N2O2, from the Open Molecules 2025 dataset.

Calculated values
**ΔE to the lowest compared entry with this formula, charge and spin**: 0.0 kJ/mol
**Frontier orbital gap**: 10.020 eV
**E**: -1411.81572 hartree
**Structure (SMILES)**: O=C(NCCc1ccccc1)[C@@H]1CCC(=O)N(Cc2cccc(C(F)(F)F)c2)C1

```
! wB97M-V def2-TZVPD RIJCOSX def2/J DEFGRID3
* xyz 0 1
O -2.49261 -2.48240 -1.75879
C -1.95243 -2.05627 -0.76126
N -0.88369 -2.64315 -0.18227
C -0.12546 -3.69469 -0.81972
C 1.21816 -3.16067 -1.34752
C 2.02850 -2.58849 -0.21918
C 2.85874 -3.40381 0.53994
C 3.55676 -2.89141 1.61886
C 3.42295 -1.55692 1.96312
C 2.59599 -0.73583 1.21645
C 1.90823 -1.24802 0.13036
C -2.41126 -0.77666 -0.06355
C -3.92831 -0.69866 0.06745
C -4.28974 0.58884 0.79383
C -3.54205 1.82925 0.34002
O -3.88840 2.93596 0.71237
N -2.46026 1.65864 -0.45474
C -1.73537 2.82832 -0.92568
C -0.39033 2.91259 -0.25707
C -0.31242 3.24570 1.09166
C 0.90839 3.28142 1.74018
C 2.07303 2.97367 1.05555
C 1.99655 2.62656 -0.28537
C 3.23780 2.28695 -1.06012
F 4.27838 1.96675 -0.27923
F 3.04951 1.24628 -1.89178
F 3.64772 3.31004 -1.83550
C 0.77361 2.60039 -0.94426
C -1.96970 0.39054 -0.94407
H -0.43003 -2.19195 0.59806
H 0.05051 -4.49725 -0.09718
H -0.73483 -4.07250 -1.64259
H 1.75506 -3.98197 -1.82288
H 1.02176 -2.39263 -2.09735
H 2.96330 -4.44687 0.27718
H 4.20606 -3.53500 2.19383
H 3.96504 -1.15638 2.80636
H 2.48597 0.30614 1.47984
H 1.28176 -0.59581 -0.46337
H -1.94816 -0.69116 0.92477
H -4.30984 -1.55894 0.62001
H -4.36830 -0.72321 -0.93034
H -5.35535 0.80634 0.70286
H -4.08056 0.48739 1.86351
H -2.34436 3.69759 -0.66283
H -1.62694 2.76990 -2.01304
H -1.22192 3.48298 1.62307
H 0.95870 3.55124 2.78374
H 3.03028 2.99981 1.55347
H 0.73869 2.33942 -1.99240
H -0.87539 0.44211 -0.97785
H -2.33374 0.21581 -1.96652
*
```

***

The following is a quantum chemistry calculation of a structure of composition C22H23F4MgN5O3S, from the Open Molecules 2025 dataset.

Calculated values
**Frontier orbital gap**: 7.733 eV
**E**: -2349.50805 hartree

```
! wB97M-V def2-TZVPD RIJCOSX def2/J DEFGRID3
* xyz 0 1
Mg -0.32119 -0.55279 0.26392
C -1.75246 -2.78508 1.59861
N -2.15065 -1.54235 0.91756
C -3.01001 -0.74804 1.80083
C -2.83857 -1.84592 -0.34953
C -1.89361 -2.43438 -1.41997
N -0.57032 -1.87361 -1.21912
C 0.49779 -2.27660 -1.97865
C 1.74412 -2.39060 -1.33898
F 1.77548 -2.20969 0.00273
C 2.90055 -2.71025 -2.00680
F 4.04610 -2.79825 -1.31641
C 2.89340 -2.96909 -3.36744
C 1.67993 -2.88591 -4.01312
F 1.61021 -3.10661 -5.33585
C 0.51598 -2.54929 -3.34667
F -0.62439 -2.40913 -4.05845
H -2.63338 -3.37696 1.87534
H -1.19462 -2.54657 2.50502
H -1.11393 -3.37268 0.94050
H -3.91206 -1.30137 2.08898
H -3.30528 0.16773 1.28848
H -2.46106 -0.48331 2.70546
H -3.26676 -0.90683 -0.70502
H -3.67231 -2.53447 -0.16126
H -2.34136 -2.21640 -2.39705
H -1.88305 -3.53061 -1.34269
H 3.79748 -3.22459 -3.89935
C -1.91487 2.30410 -3.97056
C -1.72406 2.20031 -2.49465
C -1.76772 3.14602 -1.49218
C -1.52238 2.44562 -0.29830
N -1.35269 1.15398 -0.54785
N -1.47422 1.02661 -1.89380
C -1.39554 2.96917 1.09514
H -1.63818 3.29837 -4.31553
H -2.95587 2.12923 -4.24579
H -1.29873 1.57719 -4.50012
H -1.94926 4.20169 -1.60462
H -1.26606 0.12255 -2.30223
H -2.15722 3.72149 1.29875
H -0.42121 3.44135 1.24093
H -1.48527 2.17398 1.83409
O 1.13536 -0.81399 4.28421
S 0.81477 0.35946 3.52870
O -0.28438 1.17682 3.96437
N 0.65693 -0.00191 1.94297
C 1.54873 0.66697 1.16505
O 1.47497 0.59431 -0.07019
C 2.53417 1.45959 1.95231
C 3.60662 2.20151 1.49736
C 4.38983 2.85020 2.44455
C 4.09591 2.75095 3.80333
C 3.01368 2.00420 4.25637
C 2.24969 1.36846 3.29956
H 3.82059 2.26186 0.43869
H 5.24106 3.43764 2.12704
H 4.72434 3.26264 4.52086
H 2.78499 1.92325 5.31045
*
```

***

The following is a quantum chemistry calculation of a cluster of 2 separate species, C22H23N3O in total, from the Open Molecules 2025 dataset.

Calculated values
**ΔE to the lowest compared entry with this formula, charge and spin**: 324.2 kJ/mol
**Frontier orbital gap**: 7.182 eV
**E**: -1091.56175 hartree
**Structure (SMILES)**: COc1ccc(C=C(C#N)C#N)cc1.c1ccc(C[C@H]2CCCN2)cc1

```
! wB97M-V def2-TZVPD RIJCOSX def2/J DEFGRID3
* xyz 0 1
C -7.29655 4.02336 -0.29923
O -6.64233 2.86369 0.23935
C -5.30772 2.68079 0.06894
C -4.78029 1.48119 0.60726
C -3.44133 1.19832 0.47984
C -2.53408 2.10878 -0.12730
C -1.10727 1.80834 -0.15136
C -0.15008 2.78430 -0.01786
C 1.24401 2.52453 -0.14757
N 2.39791 2.36227 -0.26949
C -0.46336 4.11497 0.38698
N -0.71454 5.21250 0.72324
C -3.08962 3.30042 -0.66064
C -4.44308 3.58760 -0.59379
H -8.34235 3.90944 -0.02391
H -6.89131 4.94149 0.14374
H -7.19985 4.05576 -1.39157
H -5.47259 0.81101 1.11095
H -3.05146 0.26834 0.89570
H -0.79018 0.76397 -0.24191
H -2.43789 4.02177 -1.15852
H -4.83483 4.50983 -1.02962
C 5.72584 -1.87825 2.61689
C 5.81339 -1.11503 1.44919
C 5.08035 -1.47895 0.32161
C 4.25209 -2.60424 0.35241
C 3.42711 -2.95327 -0.85948
C 2.14065 -2.11035 -1.00708
C 1.19058 -2.60301 -2.12672
C -0.23716 -2.54596 -1.55335
C -0.10731 -2.14371 -0.07007
N 1.29934 -1.91655 0.12954
C 4.20521 -3.39567 1.50314
C 4.92497 -3.02400 2.63750
H 6.28123 -1.58369 3.50538
H 6.44543 -0.22800 1.41550
H 5.13937 -0.89833 -0.60002
H 4.02692 -2.75333 -1.76106
H 3.17524 -4.02475 -0.86318
H 2.49379 -1.09219 -1.28154
H 1.28376 -1.96619 -3.01338
H 1.43688 -3.62557 -2.43056
H -0.85895 -1.82215 -2.08962
H -0.72887 -3.52016 -1.64209
H -0.72523 -1.24870 0.14984
H -0.48306 -2.96179 0.57788
H 1.69308 -1.90532 1.06499
H 3.60158 -4.30431 1.49099
H 4.85258 -3.62920 3.54005
*
```

***

The following is a quantum chemistry calculation of a structure of composition C22H23N3O3PbS2Si, from the Open Molecules 2025 dataset.

Calculated values
**Frontier orbital gap (spin up / spin down)**: 3.900 / 3.312 eV
**E**: -2520.21910 hartree

```
! wB97M-V def2-TZVPD RIJCOSX def2/J DEFGRID3
* xyz 2 1
Pb -2.07581 -0.44063 0.64128
N -0.55732 -0.21465 2.56720
N -0.70804 1.13624 2.96670
C -1.17531 2.16590 2.05416
O -0.86130 3.31208 2.28486
O -1.88260 1.73782 1.02813
H -0.89159 -0.75419 3.36896
H 0.38137 -0.56974 2.37902
H 0.18194 1.47600 3.39975
O -0.21986 -0.52963 -0.49225
Si 1.27934 -0.02085 -0.76606
C 1.91483 -0.97939 -2.22127
C 1.12047 -1.21545 -3.33796
C 1.70958 -1.67086 -4.47642
C 3.09962 -2.01753 -4.46095
C 3.81268 -2.02153 -3.27906
C 3.25689 -1.30493 -2.22639
C 2.46632 -0.52046 0.67648
C 3.33838 0.27648 1.31555
C 4.46312 -0.28179 1.99177
C 4.58642 -1.65265 2.16441
C 3.61410 -2.45791 1.54646
C 2.51946 -1.91584 0.89291
C 1.78268 1.84142 -1.05709
C 2.07034 2.19464 -2.36011
C 2.52935 3.48743 -2.69878
C 2.64052 4.45634 -1.71079
C 2.23016 4.10717 -0.40279
C 1.80627 2.81364 -0.10642
H 0.06844 -1.01808 -3.17433
H 1.17457 -1.64732 -5.40586
H 3.54560 -2.39446 -5.40190
H 4.79554 -2.40170 -3.10758
H 3.90384 -1.04657 -1.34500
H 3.24686 1.34446 1.36803
H 5.20328 0.47474 2.25212
H 5.40586 -2.06252 2.76346
H 3.77897 -3.53119 1.59236
H 1.70508 -2.53016 0.53684
H 2.11744 1.44656 -3.16236
H 2.81974 3.71204 -3.76476
H 3.02740 5.42304 -1.94658
H 2.34499 4.81204 0.40653
H 1.65631 2.52582 0.92154
S -4.92184 -1.06628 2.50474
C -6.42487 -1.19387 1.83344
N -7.42460 -0.26142 1.92468
C -8.79138 -0.74989 1.61155
C -8.64199 -2.21242 1.10193
S -6.91042 -2.57282 0.92506
H -7.19105 0.60717 2.38912
H -9.25761 -0.02699 0.95051
H -9.39757 -0.89355 2.51135
H -9.11231 -2.33834 0.16471
H -9.15229 -2.83544 1.86911
*
```

***

The following is a quantum chemistry calculation of an isolated molecule of C22H23N3O4, from the Open Molecules 2025 dataset.

Calculated values
**ΔE to the lowest compared entry with this formula, charge and spin**: 82.5 kJ/mol
**Frontier orbital gap**: 8.691 eV
**E**: -1317.45213 hartree
**Structure (SMILES)**: COc1cccc(CNC(=O)CCNC(=O)Cn2ccc3ccccc3c2=O)c1

```
! wB97M-V def2-TZVPD RIJCOSX def2/J DEFGRID3
* xyz 0 1
C -0.85913 -1.84380 2.79584
O -1.11255 -2.72100 1.71908
C -1.97892 -2.32794 0.74678
C -2.10928 -3.19754 -0.33995
C -2.95102 -2.87989 -1.38396
C -3.67769 -1.69902 -1.36828
C -3.56720 -0.83773 -0.28985
C -4.33746 0.45815 -0.23840
N -3.44642 1.60287 -0.26192
C -3.05392 2.20387 0.87728
O -3.52983 1.93946 1.96456
C -2.00100 3.30129 0.73993
C -0.98428 3.12526 -0.38788
N -0.38152 1.81095 -0.38764
C -0.58348 0.92801 -1.37366
O -1.29485 1.13564 -2.34024
C 0.15324 -0.40165 -1.18142
N 1.58791 -0.25928 -1.03062
C 2.39605 -0.41752 -2.11819
C 3.74041 -0.35821 -2.03395
C 4.35847 -0.14258 -0.76668
C 5.74871 -0.10263 -0.59417
C 6.29113 0.10408 0.65168
C 5.46646 0.27883 1.76406
C 4.10027 0.24701 1.61825
C 3.53070 0.03560 0.35785
C 2.08413 0.01554 0.22832
O 1.30812 0.23844 1.15705
C -2.71390 -1.14871 0.76385
H -1.77418 -1.59782 3.34137
H -0.18104 -2.38342 3.45502
H -0.37288 -0.92465 2.45468
H -1.53846 -4.11277 -0.33562
H -3.04265 -3.55675 -2.22041
H -4.33218 -1.45411 -2.19079
H -4.90189 0.52069 0.69673
H -5.02377 0.52988 -1.08528
H -2.94780 1.74910 -1.12784
H -2.52635 4.24920 0.60278
H -1.48680 3.34958 1.70215
H -0.19390 3.87516 -0.27072
H -1.44604 3.26905 -1.36827
H 0.12666 1.50557 0.43926
H -0.23963 -0.87236 -0.27521
H -0.06742 -1.03989 -2.03790
H 1.88525 -0.59213 -3.05299
H 4.35016 -0.48316 -2.91313
H 6.38625 -0.23924 -1.45535
H 7.36388 0.13189 0.77416
H 5.90546 0.43961 2.73692
H 3.43876 0.37964 2.46090
H -2.64436 -0.45975 1.59040
*
```

***

What is the formula in the fifth record? C22H23N3O4

***

Which value of E does entry 3 give? -1091.56175 hartree